Density functional theory data (ωB97M-V/def2-TZVPD) for a structure of composition C46H105Mn2N14O18 at a distorted geometry.

Last column: Mulliken charge in e.
CARTESIAN COORDINATES (ANGSTROEM)
Mn 25.38213 18.07007 29.49260  0.77
Mn 23.87473 14.97151 27.04936  0.27
C 23.72889 17.43061 27.68329  1.45
O 22.95975 16.88686 26.86923  -0.74
O 24.33009 16.62396 28.43059  -0.12
O 23.94733 18.57406 28.00918  -0.82
C 27.28564 12.15867 26.94247  0.10
C 26.85620 13.36130 27.77439  1.13
C 27.89483 14.46000 27.43152  -1.04
O 25.46412 13.69569 27.64653  0.52
H 28.37541 12.17894 26.93310  0.28
H 26.96965 12.08905 25.90160  -0.15
H 26.95497 11.26245 27.46740  -0.57
H 27.04714 13.11427 28.81872  -0.54
H 27.71345 15.30267 28.09868  -0.26
H 27.77967 14.71895 26.37901  -0.36
H 28.82897 14.08397 27.84877  0.79
C 28.02549 5.65110 24.91526  -0.01
O 26.81277 5.64011 24.65397  -0.58
N 28.61834 6.69724 25.55483  0.49
C 30.03657 6.74675 25.54441  -1.17
C 27.95400 7.88961 26.15812  -1.04
H 28.68820 4.84189 24.57149  0.34
H 30.27922 7.73595 25.15620  0.27
H 30.53686 5.95504 24.98673  0.44
H 30.49127 6.79341 26.53395  0.43
H 28.09890 7.95169 27.23666  0.75
H 28.19030 8.84352 25.68662  -0.13
H 26.87964 7.78980 26.00356  0.11
C 31.39129 11.94805 33.13187  0.39
O 31.98200 12.53356 33.99878  -0.65
N 30.63234 10.82057 33.24135  0.25
C 30.08982 10.16570 32.03475  -0.60
C 30.63499 10.11029 34.51670  -1.08
H 31.43461 12.26355 32.07794  0.14
H 30.23817 10.70619 31.09990  0.15
H 29.00734 10.16008 32.16243  0.00
H 30.54123 9.17454 31.99081  0.39
H 29.68448 9.62433 34.73689  0.33
H 31.36085 9.30333 34.61685  0.37
H 30.81846 10.73556 35.39047  0.32
C 26.49680 9.48092 29.90462  0.55
O 27.36968 8.68595 30.33437  -0.72
N 25.86170 10.37892 30.64355  0.18
C 24.99822 11.26978 29.94562  -0.60
C 26.06113 10.68215 32.10995  -1.12
H 26.27401 9.45694 28.82667  0.18
H 24.13543 11.28737 30.61150  0.41
H 24.73137 10.90772 28.95275  0.29
H 25.40052 12.28281 29.94219  -0.24
H 25.17170 10.51253 32.71680  0.32
H 26.72972 9.91003 32.49062  0.44
H 26.39877 11.69990 32.30558  0.23
C 28.11782 10.43748 23.56335  0.59
O 29.31870 10.06616 23.72211  -0.81
N 27.16387 9.83082 22.96918  0.46
C 27.34923 8.55420 22.35843  -1.11
C 25.81314 10.41669 22.96219  -0.97
H 27.77543 11.38100 24.01584  -0.14
H 28.31046 8.48614 21.84903  0.34
H 26.47695 8.39753 21.72385  0.40
H 27.21462 7.83461 23.16601  0.27
H 25.10271 9.70180 23.37729  0.60
H 25.58313 11.24672 23.63021  -0.06
H 25.52719 10.74159 21.96180  0.37
C 32.74901 12.49484 23.85033  0.05
O 33.90638 12.12772 24.00152  -0.58
N 31.84861 12.90486 24.77056  0.32
C 30.48185 13.36443 24.43267  -0.27
C 32.34380 13.09554 26.14207  -0.99
H 32.30218 12.55229 22.84572  0.33
H 29.82464 13.23778 25.29297  -0.20
H 30.15685 12.81758 23.54755  -0.12
H 30.40179 14.42618 24.19949  0.34
H 32.27524 14.15235 26.40003  0.37
H 31.65216 12.63418 26.84696  0.21
H 33.34287 12.72339 26.36894  0.35
C 33.15928 6.70063 28.17532  0.14
O 32.76227 5.57761 28.50788  -0.60
N 32.66871 7.87385 28.53662  0.22
C 32.88629 9.09819 27.75184  -0.81
C 31.59292 8.18252 29.49614  -0.97
H 34.04371 6.76715 27.52297  0.36
H 33.42898 9.89515 28.26021  0.00
H 31.98216 9.52153 27.31432  0.21
H 33.58997 8.88623 26.94686  0.46
H 31.22489 7.26822 29.96165  0.38
H 32.00632 8.88719 30.21769  0.29
H 30.72955 8.69826 29.07578  0.27
C 27.20522 15.75804 30.88197  0.71
O 26.38064 16.58516 30.44171  -0.44
N 28.19362 15.86295 31.73941  0.24
C 29.17880 14.70855 31.97487  -1.31
C 28.67365 17.02558 32.39377  -1.08
H 27.16665 14.70168 30.57405  -0.02
H 29.25634 14.50702 33.04327  0.45
H 30.19924 14.87561 31.63006  0.55
H 28.74823 13.79360 31.56796  0.25
H 29.27824 17.70549 31.79352  0.35
H 27.85936 17.70046 32.65752  0.36
H 29.17880 16.81078 33.33546  0.32
C 21.72109 13.87492 29.22003  -0.20
O 22.49974 14.05003 28.26032  -0.53
N 22.01917 13.92229 30.50150  0.41
C 21.05929 13.62302 31.50070  -0.89
C 23.35531 14.35583 30.86774  -0.72
H 20.68490 13.61313 28.95552  0.41
H 21.55023 13.00723 32.25427  0.29
H 20.15302 13.16147 31.10860  0.30
H 20.86818 14.57483 31.99631  0.37
H 23.69048 13.72820 31.69348  0.46
H 24.17591 14.33819 30.15051  -0.24
H 23.41244 15.35778 31.29309  0.36
C 27.56355 18.89673 27.11222  -0.12
O 26.84992 18.58338 28.04860  -0.49
N 28.85449 18.58401 26.99710  0.19
C 29.66487 17.86913 28.00616  -0.85
C 29.59747 18.84789 25.74154  -0.92
H 27.12176 19.42470 26.25299  0.49
H 29.19866 17.88329 28.99132  0.15
H 30.66840 18.28401 28.10052  0.41
H 29.55390 16.79848 27.83439  0.24
H 29.19513 19.50857 24.97360  0.38
H 30.49651 19.37756 26.05663  0.36
H 29.87190 17.92156 25.23686  0.26
C 23.29255 5.02971 27.13469  0.10
O 22.31837 5.73728 27.02264  -0.58
N 24.41183 5.32610 27.84436  0.11
C 25.63800 4.46774 27.76390  -0.80
C 24.68772 6.61879 28.37941  -0.79
H 23.34563 4.08837 26.56612  0.32
H 26.03427 4.48795 28.77912  0.28
H 26.25890 4.81820 26.93942  0.17
H 25.35240 3.44054 27.53722  0.41
H 25.33506 7.12602 27.66402  0.11
H 23.76954 7.17274 28.57479  0.39
H 25.22405 6.70584 29.32433  0.31
C 26.00246 16.39736 24.54351  -0.08
O 25.30292 15.71027 25.33506  -0.50
N 26.72770 15.73932 23.59081  0.32
C 27.76062 16.38523 22.74253  -0.82
C 26.67422 14.34520 23.30514  -0.41
H 26.13214 17.48778 24.62326  0.38
H 27.93524 17.32695 23.26289  0.18
H 27.50494 16.53902 21.69416  0.32
H 28.74851 15.92499 22.72366  0.26
H 27.48790 13.83618 23.82180  -0.06
H 25.76467 13.91977 23.72920  0.07
H 26.77725 14.10563 22.24680  0.34
C 29.38150 12.49624 18.63329  0.09
O 29.14986 11.57278 17.84010  -0.58
N 28.72292 12.80269 19.76344  0.24
C 29.21233 13.89933 20.57963  -0.60
C 27.34169 12.23447 20.02792  -0.84
H 30.31521 13.05035 18.45070  0.32
H 28.34400 14.52382 20.78964  0.08
H 30.04593 14.44680 20.13973  0.41
H 29.49084 13.53606 21.56885  0.16
H 27.00000 11.43393 19.37179  0.33
H 27.27758 11.79200 21.02201  0.04
H 26.60773 13.03471 19.93293  0.41
C 22.49603 13.25682 24.59767  -0.19
O 22.71035 14.11574 25.48832  -0.59
N 22.66389 11.90987 24.73109  0.40
C 22.29119 11.05063 23.64895  -1.25
C 22.97578 11.16500 25.96696  -0.31
H 22.16752 13.58467 23.59928  0.42
H 22.61888 11.45093 22.68953  0.35
H 21.20501 11.03165 23.73806  0.45
H 22.71809 10.04832 23.68417  0.37
H 22.18602 10.43196 26.13136  0.56
H 23.91949 10.62065 25.93235  0.16
H 22.89521 11.87997 26.78576  -0.34
C 33.88704 11.98770 30.12924  0.03
O 32.72044 11.70224 29.81988  -0.39
N 34.22859 13.27161 30.52407  0.19
C 35.50597 13.51835 31.24313  -0.91
C 33.40031 14.41429 30.49951  -1.07
H 34.71657 11.28823 30.31586  0.27
H 36.15755 12.64643 31.30052  0.29
H 35.38766 13.79001 32.29208  0.35
H 36.02903 14.41039 30.89851  0.33
H 32.58125 14.19574 29.81432  0.14
H 33.13756 14.57525 31.54506  0.42
H 33.83949 15.26237 29.97419  0.44

The multiplicity is 11. As for the expectation value of S²: 30.01. The calculation puts the LUMO energy (spin up / spin down) at -2.77 / -3.11 eV. The total charge is +1. The value obtained for the HOMO energy (spin up / spin down) is -0.3472 / -0.3684 Ha. The calculation puts the orbital gap (spin up / spin down) at 6.682 / 6.916 eV.

Density functional theory data (ωB97M-V/def2-TZVPD) for a structure of composition C21H29CoN8S2 at a distorted geometry.

Last column: Mulliken charge in e.
CARTESIAN COORDINATES (ANGSTROEM)
Co 1.20401 0.90686 -1.29094  0.20
S -0.34925 2.07250 -2.39008  -0.36
C -1.34313 2.34762 -1.01327  0.60
N -2.61688 2.49355 -1.07543  -0.94
N -3.26695 2.62792 0.08650  0.47
C -3.79874 1.66613 0.85984  0.68
C -4.54869 2.06133 1.99876  -0.82
C -5.12731 1.06931 2.77701  -0.58
C -4.99948 -0.27270 2.41714  -0.50
C -4.26218 -0.61684 1.28958  -0.62
C -3.63985 0.30214 0.54251  -0.06
N -0.74364 2.40897 0.28788  -0.55
N 0.40626 1.97454 0.37965  0.33
C 0.87667 1.89344 1.74947  0.26
C 2.22037 2.13018 1.99707  -0.54
C 2.68303 1.91245 3.29159  -0.93
C 1.79942 1.40832 4.23283  -0.33
C 0.46458 1.18147 4.00337  -0.83
C -0.03150 1.39265 2.69676  0.06
H -3.58225 3.59740 0.27649  0.30
H -4.77550 3.09439 2.16373  0.45
H -5.71070 1.37726 3.65257  0.42
H -5.56723 -1.04751 2.91380  0.43
H -4.22455 -1.68745 1.04247  0.41
H -3.08396 0.01746 -0.31735  0.77
H 2.83190 2.55082 1.18794  0.76
H 3.72402 2.13525 3.49901  0.46
H 2.15815 1.28451 5.24179  0.40
H -0.21234 0.86923 4.79161  0.43
H -1.06172 1.15523 2.50421  0.49
C 4.06186 2.47913 -1.80402  -0.91
S 3.52382 0.78274 -1.54871  0.13
C 4.36348 0.17783 -0.04525  -0.69
H 3.74958 3.10359 -0.97833  0.27
H 3.58123 2.80093 -2.74251  0.36
H 5.14383 2.52471 -1.92516  0.42
H 5.44245 0.20559 -0.21938  0.44
H 3.99181 -0.82840 0.10435  0.29
H 4.14845 0.76125 0.86361  0.13
C 0.74632 -1.34906 -3.05927  -0.74
N 0.42915 -2.72563 -3.33844  0.08
C 1.35270 -3.60687 -2.59173  -0.69
N 1.21745 -3.37349 -1.11257  0.12
C 1.54668 -2.00216 -0.88139  -1.15
N 0.64945 -1.04458 -1.60657  1.52
C -0.74617 -1.35339 -1.19665  -0.92
N -1.09812 -2.73603 -1.46810  0.16
C -0.96208 -2.99909 -2.91698  -0.67
C -0.16220 -3.59914 -0.70037  -0.65
H 0.06834 -0.67847 -3.57051  0.38
H 1.76747 -1.13977 -3.38351  0.25
H 2.34272 -3.32969 -2.85126  0.39
H 1.14875 -4.65037 -2.81073  0.31
H 2.53905 -1.82940 -1.28449  0.45
H 1.49147 -1.78085 0.18888  0.19
H -1.41559 -0.66465 -1.77737  0.21
H -0.83290 -1.09828 -0.13561  0.09
H -1.63636 -2.34776 -3.46140  0.33
H -1.20837 -4.03300 -3.07604  0.35
H -0.43789 -4.62589 -0.83488  0.34
H -0.22890 -3.34624 0.36787  0.35

The multiplicity is 5. As for the expectation value of S²: 6.05. The calculation puts the LUMO energy (spin up / spin down) at -7.36 / -8.22 eV. The total charge is +2. The energy above the lowest of the compared OMol25 structures with the same formula, charge and spin is 0.0 kcal per mole. The value obtained for the HOMO energy (spin up / spin down) is -0.5227 / -0.5223 Ha. The calculation puts the orbital gap (spin up / spin down) at 6.861 / 5.993 eV.

Among the records above, which one has the highest multiplicity? C46H105Mn2N14O18